Density functional theory data (the ωB97M-V functional and the def2-TZVPD basis) for a molecular structure, C47H102AsF6N5OP2.

The multiplicity is 1. As for the total charge: +4. As for the calculated total energy: -155584.9277 eV. As for the max |F|: 0.0982 hartree/bohr.

Atoms and positions in Å:
As -1.62 -2.65 -0.64
P -0.89 5.40 -0.60
P 5.43 -3.14 -0.31
F 0.01 -3.12 -0.96
F -2.15 -4.26 -0.73
F -3.21 -2.12 -0.23
F -1.09 -1.03 -0.35
F -1.91 -2.28 -2.28
F -1.35 -2.97 1.03
O -4.11 4.24 9.55
N -4.77 6.48 9.99
N -4.79 -4.10 -6.05
N -4.98 -3.16 2.90
N -3.87 -4.72 3.92
N -3.71 -5.39 -7.41
C 2.70 -2.55 -3.48
C -2.94 -6.58 5.33
C 0.23 1.00 1.67
C 0.28 2.13 0.67
C -0.43 1.28 -3.96
C -3.48 -4.19 -5.55
C 1.22 6.10 -2.35
C 6.41 -1.63 -0.47
C -6.05 -2.14 -5.90
C -3.81 -3.73 2.99
C 6.05 -8.39 -0.97
C -2.67 -5.57 4.25
C -0.12 3.51 1.31
C -5.32 -2.01 2.03
C 7.45 0.86 1.05
C 5.07 -2.69 3.90
C 6.55 -4.54 -0.79
C 0.28 4.85 0.63
C -2.82 -5.03 -6.40
C -3.24 -6.24 -8.54
C 2.71 -2.30 -4.97
C 4.21 -1.39 3.93
C 3.88 -3.12 -1.27
C 5.66 -0.33 -0.46
C -5.19 -4.74 4.42
C -5.78 6.30 8.92
C -4.50 7.38 0.33
C 5.80 -5.85 -0.69
C -3.27 7.02 -0.45
C -5.86 -3.76 3.79
C 4.10 -2.73 -2.79
C 6.66 0.82 -0.24
C 5.81 -2.89 2.57
C -3.84 5.20 10.25
C -0.84 3.38 -2.65
C -2.27 6.18 0.29
C 6.59 -7.01 -1.29
C -1.41 2.03 -3.10
C -4.87 -4.82 -7.13
C 2.15 8.54 -2.59
C 4.93 -3.40 1.44
C 1.70 7.24 -3.26
C -6.00 -3.55 -5.43
C -5.39 8.16 -0.67
C -2.80 5.51 11.23
C -1.69 4.16 -1.62
C -0.11 6.55 -1.69
H -1.69 1.41 -2.23
H 8.29 0.15 1.06
H -4.04 -6.50 -9.24
H -3.60 6.46 -1.34
H -6.95 -3.70 3.78
H -6.88 -4.19 -5.69
H 4.90 -5.77 -1.29
H -6.21 -2.06 -6.97
H -6.01 -1.29 2.50
H 4.88 -4.48 1.44
H 0.99 1.09 2.42
H 4.40 -3.53 4.04
H -5.10 6.50 0.69
H 3.33 -2.39 -0.67
H -2.20 4.56 11.31
H -1.73 6.80 0.95
H -2.73 -7.05 -8.10
H 3.57 -1.26 3.15
H -2.12 -7.25 5.39
H 3.59 -1.41 4.82
H 1.32 8.93 -1.98
H 0.95 7.34 -4.06
H -4.86 9.06 -1.00
H -2.62 4.57 -2.01
H -0.90 6.76 -2.43
H 1.21 5.20 -2.93
H 3.08 -3.20 -5.58
H -6.52 7.11 8.87
H 0.04 7.46 -1.13
H 2.03 -3.38 -3.20
H -2.43 -5.69 -8.91
H -0.72 4.11 -3.54
H 4.91 -0.45 0.43
H -5.28 6.09 7.98
H -2.90 -3.45 2.41
H 4.71 -3.59 -3.12
H 4.88 -0.53 4.19
H 7.67 -7.04 -0.98
H -4.21 7.27 9.72
H 6.63 -3.60 2.73
H 5.06 -0.16 -1.37
H 6.06 1.73 -0.30
H 6.40 -9.11 -1.70
H 1.76 -2.02 -5.43
H -3.11 -6.08 6.28
H -0.86 0.28 -4.15
H -2.22 -6.06 3.38
H -0.21 1.80 -0.24
H -2.74 7.95 -0.82
H 0.19 3.15 -2.27
H -5.55 -5.38 5.23
H -1.20 3.49 1.58
H -5.85 -3.62 -4.32
H -0.30 1.84 -4.91
H 1.35 4.84 0.20
H -1.81 -5.46 -6.41
H -4.30 8.02 1.21
H 3.38 -4.05 -1.32
H 7.46 -4.63 -0.13
H -2.42 2.17 -3.57
H 4.96 -8.42 -0.91
H -3.23 -3.53 -4.72
H 2.52 6.92 -3.90
H 6.53 -8.64 -0.03
H -3.85 -7.21 5.07
H -2.00 3.38 -0.94
H -5.16 -1.59 -5.62
H 6.85 -4.44 -1.81
H 2.31 9.27 -3.39
H 6.63 -6.74 -2.36
H -3.27 5.76 12.17
H -5.75 7.54 -1.56
H 5.67 -6.15 0.39
H 0.54 1.18 -3.42
H 7.09 -1.71 -1.35
H -2.11 6.25 10.87
H -6.89 -1.66 -5.45
H 3.47 -1.56 -5.23
H 5.84 -2.80 4.70
H 3.89 -3.08 1.60
H 1.30 2.31 0.43
H 7.79 1.88 1.33
H 2.22 -1.66 -3.02
H 0.30 5.69 1.36
H -6.25 8.42 -0.11
H -4.35 -1.58 1.76
H 4.74 -1.86 -2.99
H 6.28 -1.87 2.36
H 7.37 0.88 -1.11
H 0.41 3.53 2.28
H -5.78 -4.93 -7.71
H -2.68 5.31 0.79
H 3.01 8.36 -1.96
H -0.73 0.97 2.24
H -1.95 -4.84 4.65
H -5.31 6.76 10.84
H 6.78 0.63 1.84
H 0.36 0.07 1.20
H -5.75 -2.56 1.15
H -6.36 5.44 9.21
H 1.97 5.96 -1.53
H 7.06 -1.73 0.35

Density functional theory data (the ωB97M-V functional and the def2-TZVPD basis) for a molecular structure, C21H56AsF6O21S7.

The multiplicity is 1. As for the total charge: -1. As for the calculated total energy: -218676.1185 eV. As for the max |F|: 0.0821 hartree/bohr.

Atoms and positions in Å:
As -0.61 1.13 -0.20
S -7.79 3.44 -1.98
S -1.78 -3.36 -1.41
S 2.55 5.31 2.71
S 2.91 -2.77 2.77
S 2.75 -2.75 -2.68
S 4.42 1.78 -1.67
S -5.47 -1.01 3.95
F -1.09 0.20 1.16
F -0.47 2.55 0.78
F -0.65 -0.29 -1.14
F 1.03 0.81 0.22
F -0.19 2.13 -1.52
F -2.28 1.43 -0.50
O 2.85 6.45 3.47
O -8.45 3.93 -0.85
O 5.33 2.53 -2.48
O 3.91 0.52 -2.06
O 2.19 4.13 3.72
O -1.31 -2.91 -2.66
O -2.43 -4.81 -1.61
O 1.96 -3.87 -2.31
O -0.92 -3.44 -0.28
O 3.15 -2.87 -4.25
O 3.96 -2.49 -1.99
O -6.24 3.15 -1.72
O 4.34 -2.11 2.51
O -5.75 0.21 2.95
O 3.49 4.82 1.76
O 2.56 -2.53 4.15
O -5.64 -2.21 3.21
O 5.01 1.55 -0.20
O 2.99 -4.09 2.29
O -6.24 -0.74 5.09
O -7.88 4.02 -3.28
C 3.07 2.88 -1.23
C 1.72 1.92 4.25
C 2.49 2.79 3.26
C 1.74 -1.29 -2.82
C -2.52 -7.17 -1.28
C 7.33 2.12 0.21
C 5.86 2.58 0.25
C 4.05 -4.00 -4.53
C 1.92 -1.82 1.66
C -5.35 0.10 1.56
C 4.73 -1.01 3.41
C 0.97 5.49 1.92
C 5.88 -0.29 2.73
C -3.76 -0.81 4.33
C -4.22 2.18 -2.71
C -5.94 1.26 0.80
C -8.25 1.72 -2.17
C -3.24 -2.49 -0.92
C -1.75 -5.94 -0.94
C -5.35 3.15 -2.88
C 4.24 -4.05 -6.05
H 4.52 -5.05 -6.36
H -9.28 1.72 -2.50
H -4.29 -0.03 1.30
H 0.72 1.76 3.84
H -3.53 2.17 -3.55
H -3.63 -0.32 5.29
H -5.79 -0.80 1.10
H 5.00 -3.85 -4.01
H 2.19 0.94 4.42
H 4.93 -1.46 4.38
H -1.90 -5.71 0.12
H 3.85 -0.36 3.54
H -3.31 -1.80 4.30
H 2.06 -0.71 -3.68
H 2.38 2.98 -2.06
H -3.60 -7.00 -1.18
H 0.19 5.65 2.65
H 1.06 6.41 1.34
H 1.67 2.39 5.23
H 0.75 -1.73 -2.86
H 6.78 -0.90 2.71
H 3.56 2.62 3.38
H 4.94 -3.29 -6.40
H 3.54 3.84 -1.02
H 1.88 -0.78 1.97
H 0.92 -2.24 1.61
H 5.52 -0.14 1.71
H -3.25 -0.22 3.58
H -5.06 4.18 -3.10
H -7.57 1.20 -2.83
H -2.34 -7.54 -2.28
H 7.87 2.56 -0.63
H 0.89 4.62 1.28
H -7.03 1.23 0.75
H -3.48 2.48 -1.97
H 2.18 2.57 2.24
H -0.68 -6.01 -1.12
H 2.62 2.50 -0.33
H -4.69 1.24 -2.41
H 3.30 -3.76 -6.52
H 7.41 1.04 0.12
H 5.65 2.73 1.31
H 3.56 -4.92 -4.19
H -5.68 2.21 1.28
H 1.80 -0.70 -1.92
H -5.95 2.78 -3.72
H 2.41 -1.85 0.69
H 6.15 0.60 3.31
H 5.75 3.48 -0.34
H -8.10 1.30 -1.18
H -3.30 -2.62 0.15
H -4.07 -2.98 -1.43
H -2.37 -7.98 -0.56
H 7.79 2.37 1.17
H -5.60 1.47 -0.21
H -3.18 -1.45 -1.25

no.,gap between HOMO and LUMO (eV)
1,9.5
2,10.2